162
Properties=species:S:1:pos:R:3:lowdin_charge:R:1 method="wB97M-V/def2-TZVPD" e_tot_ha=-7952.86988 multiplicity=1 gap_ev=5.732 smiles="CCCCC[C@@]1(OC(=O)c2ccccc2)[NH2+][C@@](/C(I)=C(/C)I)(S(C)(=O)=O)[C@@H](CC)N(N=C(C)C)[C@]1(CCCBr)C(=O)[O-].CCOP(=O)(OCC)OCC.CCOP(=O)(OCC)OCC.CCOP(=O)(OCC)OCC" largest_force_ev_per_a=8.43 lumo_energy_ev=-1.4
C 6.457 -1.021 -0.954 -0.122
C 5.460 -0.099 -1.772 -0.245
C 4.078 -0.843 -1.909 -0.196
C 3.432 -1.196 -0.492 -0.179
C 1.881 -1.475 -0.563 -0.080
C 1.001 -1.087 0.662 -0.239
O 1.269 -1.911 1.833 0.035
C 2.061 -3.023 1.707 -0.376
O 3.218 -2.930 2.056 0.136
C 1.648 -4.473 1.309 -0.102
C 1.068 -5.282 2.392 -0.026
C 0.689 -6.664 2.183 -0.052
C 0.880 -7.273 0.861 -0.066
C 1.454 -6.476 -0.217 -0.067
C 1.836 -5.084 0.013 -0.040
N 1.260 0.270 1.228 0.177
C 0.652 1.490 0.545 -0.327
C 0.296 2.344 1.863 -0.560
I -1.566 1.953 2.990 1.157
C 1.033 3.273 2.544 -0.767
C 0.534 4.027 3.842 -0.268
I 3.022 3.840 2.077 1.044
S 1.832 2.174 -0.669 0.696
C 1.503 3.965 -1.063 -0.133
O 3.273 1.911 -0.385 -0.430
O 1.790 1.559 -2.029 -0.340
C -0.793 1.162 -0.102 -0.262
C -1.081 1.542 -1.610 -0.190
C -0.935 0.451 -2.726 -0.096
N -1.387 -0.088 0.399 -0.097
N -2.669 -0.159 -0.126 0.073
C -3.693 0.110 0.633 -0.291
C -4.393 -0.833 1.652 -0.020
C -4.379 1.526 0.441 -0.053
C -0.593 -1.320 0.422 -0.179
C -0.830 -2.372 -0.729 -0.108
C -2.253 -3.002 -0.885 -0.285
C -3.019 -2.681 -2.212 -0.550
Br -4.739 -3.719 -2.090 0.544
C -1.126 -2.070 1.752 -0.598
O -1.205 -3.301 1.862 0.003
O -1.417 -1.352 2.821 -0.162
H 6.063 -1.300 0.053 0.066
H 6.623 -1.968 -1.530 0.074
H 7.463 -0.528 -0.852 0.072
H 5.903 0.113 -2.782 0.107
H 5.398 0.872 -1.220 0.088
H 3.359 -0.351 -2.608 0.095
H 4.329 -1.838 -2.389 0.114
H 3.919 -2.180 -0.232 0.103
H 3.782 -0.495 0.305 0.103
H 1.487 -0.912 -1.449 0.102
H 1.800 -2.552 -0.875 0.111
H 0.952 -4.834 3.408 0.128
H 0.284 -7.297 3.008 0.108
H 0.606 -8.341 0.729 0.096
H 1.625 -6.939 -1.211 0.095
H 2.307 -4.524 -0.822 0.100
H 0.910 0.207 2.210 0.179
H 2.278 0.453 1.369 0.170
H 1.268 4.793 4.191 0.041
H -0.415 4.594 3.628 0.061
H 0.405 3.314 4.703 0.063
H 0.726 4.284 -0.306 0.071
H 2.421 4.565 -0.860 0.039
H 1.091 4.077 -2.089 0.083
H -1.457 1.974 0.338 0.068
H -2.166 1.844 -1.719 0.099
H -0.551 2.465 -1.976 0.087
H -1.846 -0.192 -2.707 0.043
H 0.011 -0.131 -2.748 0.051
H -0.978 1.000 -3.715 0.091
H -4.143 -0.458 2.681 0.087
H -3.925 -1.852 1.575 0.077
H -5.497 -0.918 1.493 0.090
H -4.688 1.980 1.413 0.071
H -5.332 1.333 -0.142 0.079
H -3.758 2.204 -0.196 0.066
H -0.161 -3.240 -0.453 0.106
H -0.472 -2.059 -1.744 0.103
H -2.186 -4.126 -0.828 0.111
H -2.959 -2.734 -0.053 0.074
H -2.542 -3.052 -3.147 0.065
H -3.379 -1.623 -2.266 0.013
C -1.274 11.058 -2.324 -0.087
C -0.249 10.054 -2.815 -0.295
O 0.885 10.008 -1.954 -0.215
P 0.738 9.266 -0.490 0.677
O 0.750 7.823 -0.954 -0.244
O 2.336 9.302 -0.051 -0.260
C 3.005 8.122 0.381 -0.299
C 3.865 7.580 -0.744 -0.072
O 0.543 10.778 0.225 -0.218
C 1.254 11.162 1.407 -0.276
C 2.415 12.061 1.029 -0.064
H -1.719 10.734 -1.379 0.068
H -2.076 11.175 -3.056 0.079
H -0.813 12.031 -2.149 0.082
H -0.689 9.057 -2.911 0.109
H 0.114 10.353 -3.800 0.119
H 2.300 7.375 0.749 0.090
H 3.644 8.396 1.227 0.119
H 3.280 7.400 -1.647 0.076
H 4.349 6.645 -0.450 0.069
H 4.638 8.304 -1.011 0.079
H 1.575 10.294 1.984 0.111
H 0.560 11.726 2.035 0.116
H 3.101 11.573 0.338 0.073
H 2.977 12.363 1.915 0.082
H 2.053 12.956 0.519 0.081
C 4.713 -5.219 5.455 -0.081
C 4.249 -5.850 4.156 -0.292
O 5.098 -6.929 3.773 -0.211
P 4.989 -8.350 4.598 0.676
O 3.692 -8.866 4.012 -0.233
O 5.974 -9.259 3.621 -0.265
C 5.547 -10.517 3.106 -0.297
C 5.128 -10.365 1.658 -0.073
O 6.347 -7.903 5.492 -0.222
C 7.441 -8.798 5.717 -0.281
C 8.579 -8.451 4.778 -0.067
H 4.592 -5.913 6.293 0.067
H 4.133 -4.319 5.671 0.078
H 5.770 -4.953 5.403 0.081
H 3.214 -6.194 4.231 0.098
H 4.295 -5.109 3.355 0.110
H 4.750 -10.948 3.713 0.104
H 6.398 -11.202 3.169 0.115
H 4.355 -9.604 1.542 0.073
H 4.751 -11.309 1.260 0.076
H 5.978 -10.044 1.051 0.077
H 7.133 -9.840 5.626 0.110
H 7.774 -8.650 6.748 0.115
H 8.278 -8.506 3.734 0.073
H 9.425 -9.126 4.929 0.080
H 8.913 -7.425 4.947 0.080
C -11.317 2.775 -3.463 -0.089
C -9.967 2.930 -2.791 -0.300
O -9.161 1.771 -2.973 -0.218
P -8.484 1.503 -4.453 0.674
O -7.381 2.539 -4.398 -0.233
O -7.520 0.223 -4.037 -0.260
C -6.130 0.208 -4.353 -0.284
C -5.319 0.545 -3.119 -0.076
O -9.724 0.414 -4.789 -0.221
C -9.472 -0.882 -5.345 -0.277
C -9.545 -1.926 -4.248 -0.063
H -11.212 2.741 -4.552 0.068
H -11.969 3.614 -3.211 0.077
H -11.801 1.848 -3.155 0.081
H -9.442 3.816 -3.160 0.108
H -10.107 3.053 -1.715 0.118
H -5.900 0.878 -5.183 0.106
H -5.881 -0.804 -4.686 0.118
H -5.619 1.502 -2.689 0.072
H -4.252 0.587 -3.352 0.071
H -5.479 -0.210 -2.344 0.068
H -8.523 -0.912 -5.880 0.111
H -10.260 -1.080 -6.077 0.115
H -8.831 -1.731 -3.450 0.074
H -9.351 -2.923 -4.648 0.083
H -10.534 -1.920 -3.783 0.080

6
Properties=species:S:1:pos:R:3:nbo_charge:R:1 method="wB97M-V/def2-TZVPD" charge=-1 e_tot_ha=-604.63752 multiplicity=1 gap_ev=8.119 relative_energy_ev=0.432 largest_force_ev_per_a=3.36 lumo_energy_ev=4.3
N -0.338 -0.593 -0.021 -1.148
O 1.837 0.572 0.051 -0.984
O -2.820 -0.018 0.289 -1.032
S -1.616 -0.138 -0.550 1.218
H 0.921 0.492 -0.126 0.487
H 2.016 -0.315 0.357 0.459

47
Properties=species:S:1:pos:R:3:mulliken_spin:R:1 method="wB97M-V/def2-TZVPD" charge=-1 e_tot_ha=-2878.80514 multiplicity=2 s2=0.896 gap_ev="5.022 / 5.012" largest_force_ev_per_a=0.79 lumo_energy_ev="1.2 / 1.2"
Mn 0.112 0.681 -0.655 1.080
O -0.010 0.336 5.315 0.000
C -0.021 0.359 3.953 -0.001
C -1.198 0.206 3.225 -0.001
C -1.120 0.255 1.849 -0.001
N 0.044 0.442 1.242 -0.030
C 1.187 0.556 1.918 -0.006
C 1.198 0.526 3.296 0.005
C 2.410 0.658 0.993 -0.003
O 3.521 0.721 1.498 0.008
O 2.115 0.682 -0.262 0.000
C -2.270 0.101 0.856 -0.004
O -3.383 -0.193 1.279 -0.002
O -1.914 0.297 -0.360 -0.003
H -0.912 0.231 5.632 0.000
H -2.163 0.054 3.695 0.000
H 2.129 0.623 3.835 0.001
C 1.405 2.249 -2.928 0.003
C 0.667 3.173 -2.006 0.022
C 0.621 4.549 -1.976 0.001
C -0.181 4.894 -0.855 0.010
C -0.586 3.711 -0.273 -0.001
C -1.436 3.509 0.938 -0.001
N -0.074 2.656 -0.978 -0.035
H 1.415 2.626 -3.953 0.000
H 0.920 1.262 -2.963 -0.003
H 2.435 2.082 -2.606 -0.001
H 1.096 5.220 -2.677 0.001
H -0.446 5.886 -0.519 0.001
H -1.924 4.445 1.217 0.000
H -0.851 3.175 1.802 0.001
H -2.214 2.766 0.754 0.000
N -1.099 -6.198 -1.423 -0.001
C 0.131 -5.649 -1.493 0.002
S 1.483 -6.581 -1.666 -0.005
C 0.162 -4.169 -1.425 -0.012
C 1.316 -3.503 -1.021 0.005
C 1.303 -2.129 -0.920 -0.014
N 0.223 -1.384 -1.201 -0.007
C -0.880 -2.019 -1.619 -0.012
C -0.949 -3.393 -1.747 0.004
H -1.158 -7.202 -1.387 0.000
H -1.877 -5.664 -1.072 0.000
H 2.204 -4.063 -0.770 0.000
H 2.176 -1.571 -0.604 -0.003
H -1.736 -1.391 -1.821 0.004
H -1.869 -3.824 -2.117 0.000

9
Properties=species:S:1:pos:R:3:nbo_charge:R:1 method="wB97M-V/def2-TZVPD" e_tot_ha=-300.23203 multiplicity=1 gap_ev="8.685 / 9.406" relative_energy_ev=6.956 largest_force_ev_per_a=6.16 lumo_energy_ev="-2.3 / -1.2"
C -0.317 -0.705 -0.607 -0.049
N -0.559 1.652 1.384 -0.604
N 0.918 -1.119 -0.420 0.388
O 1.788 -0.787 -1.219 -0.397
O 1.075 -1.988 0.413 -0.363
H -1.159 -1.001 0.036 0.215
H -0.590 -0.110 -1.538 0.205
H 0.250 2.023 0.838 0.309
H -1.406 2.035 1.113 0.296

16
Properties=species:S:1:pos:R:3:nbo_charge:R:1 method="wB97M-V/def2-TZVPD" e_tot_ha=-288.68934 multiplicity=1 gap_ev=9.718 smiles="C=C(C)C#N.C=C" relative_energy_ev=2.523 largest_force_ev_per_a=1.07 lumo_energy_ev=0.6
C -1.023 -0.153 -0.735 -0.257
C -0.540 1.001 -0.272 -0.172
C -0.610 1.398 1.183 -0.631
C 0.157 1.851 -1.199 0.262
N 0.691 2.527 -1.974 -0.320
H -0.858 -0.488 -1.754 0.216
H -1.558 -0.835 -0.083 0.204
H -1.500 2.003 1.373 0.232
H 0.265 1.979 1.495 0.230
H -0.662 0.506 1.817 0.220
C 1.334 -1.103 0.048 -0.354
C 0.601 -2.208 0.014 -0.415
H 1.422 -0.500 0.951 0.191
H 1.802 -0.681 -0.839 0.203
H 0.433 -2.752 -0.912 0.197
H 0.046 -2.546 0.886 0.193

25
Properties=species:S:1:pos:R:3:nbo_charge:R:1 method="wB97M-V/def2-TZVPD" charge=-1 e_tot_ha=-539.35334 multiplicity=1 gap_ev=7.157 relative_energy_ev=1.054 largest_force_ev_per_a=2.88 lumo_energy_ev=3.2
C -0.721 -1.483 0.745 -0.679
C -1.358 2.221 1.414 -0.213
C -2.417 2.159 2.308 -0.246
C -0.952 1.052 0.712 -0.205
C -1.289 -0.182 1.209 0.012
C -3.003 0.917 2.562 -0.239
C -2.512 -0.201 1.932 -0.208
H -1.009 3.203 1.122 0.202
H -2.842 3.098 2.642 0.201
H -0.165 1.139 -0.029 0.228
H -3.861 0.782 3.214 0.202
H -0.910 -1.867 -0.265 0.279
H -0.986 -2.389 1.300 0.206
H -3.080 -1.122 1.814 0.204
H 0.372 -1.441 0.725 0.250
C 2.208 0.096 -2.496 -0.511
C 2.482 0.984 -1.231 -0.605
C 2.033 -1.388 -2.153 0.751
O 0.859 -1.821 -2.160 -0.799
O 3.071 -2.033 -1.818 -0.802
H 1.310 0.415 -3.023 0.195
H 3.128 0.233 -3.063 0.193
H 1.956 1.928 -1.279 0.181
H 3.562 1.137 -1.237 0.198
H 2.287 0.545 -0.253 0.204

What did the sixth record say?
25
Properties=species:S:1:pos:R:3:nbo_charge:R:1 method="wB97M-V/def2-TZVPD" charge=-1 e_tot_ha=-539.35334 multiplicity=1 gap_ev=7.157 relative_energy_ev=1.054 largest_force_ev_per_a=2.88 lumo_energy_ev=3.2
C -0.721 -1.483 0.745 -0.679
C -1.358 2.221 1.414 -0.213
C -2.417 2.159 2.308 -0.246
C -0.952 1.052 0.712 -0.205
C -1.289 -0.182 1.209 0.012
C -3.003 0.917 2.562 -0.239
C -2.512 -0.201 1.932 -0.208
H -1.009 3.203 1.122 0.202
H -2.842 3.098 2.642 0.201
H -0.165 1.139 -0.029 0.228
H -3.861 0.782 3.214 0.202
H -0.910 -1.867 -0.265 0.279
H -0.986 -2.389 1.300 0.206
H -3.080 -1.122 1.814 0.204
H 0.372 -1.441 0.725 0.250
C 2.208 0.096 -2.496 -0.511
C 2.482 0.984 -1.231 -0.605
C 2.033 -1.388 -2.153 0.751
O 0.859 -1.821 -2.160 -0.799
O 3.071 -2.033 -1.818 -0.802
H 1.310 0.415 -3.023 0.195
H 3.128 0.233 -3.063 0.193
H 1.956 1.928 -1.279 0.181
H 3.562 1.137 -1.237 0.198
H 2.287 0.545 -0.253 0.204